# 1
Formula: C6H16N2
Source: OMol25
Level of theory: ωB97M-V/def2-TZVPD

Gap between HOMO and LUMO   4.9 eV
Energy   -9453.872 eV
Strongest force on any atom   5.62 eV/Å
Energy above the lowest of the compared OMol25 structures with the same formula, charge and spin   189.16 kcal/mol
Spin multiplicity   1

Last column: Mulliken charge in e.
Element x y z (Å)
C1 2.915 0.564 0.299  -0.173
N1 2.404 -0.762 -0.011  -0.344
C2 1.107 -0.857 0.553  -0.543
C3 -0.038 -0.738 -0.437  -0.232
N2 -1.267 -0.310 0.179  -0.492
C4 -4.385 -0.466 -0.129  -0.653
C5 -4.302 1.093 -0.128  -0.657
C6 4.331 1.009 -0.351  -1.111
H1 2.079 1.323 -0.121  0.245
H2 3.026 0.571 1.430  0.315
H3 -1.133 0.419 0.791  0.194
H4 0.995 -1.798 1.055  0.339
H5 1.000 -0.016 1.313  0.361
H6 -0.149 -1.823 -0.880  0.230
H7 0.150 0.064 -1.211  0.266
H8 -5.420 -0.828 -0.392  0.286
H9 -3.550 -0.739 -0.787  0.194
H10 -4.285 -0.913 0.955  0.206
H11 -4.990 1.724 0.449  0.329
H12 -4.269 1.391 -1.242  0.214
H13 -3.173 1.110 -0.008  0.086
H14 4.576 1.979 0.237  0.286
H15 4.322 1.245 -1.351  0.363
H16 5.094 0.163 -0.253  0.290

Forces on atoms 1 to 2 (eV/Å):
0.4234 0.5779 -1.6678
-1.3406 0.6423 0.5614

***

# 2
Formula: C6H16N2
Source: OMol25
Level of theory: ωB97M-V/def2-TZVPD

Gap between HOMO and LUMO   4.9 eV
Energy   -9456.059 eV
Strongest force on any atom   3.01 eV/Å
Energy above the lowest of the compared OMol25 structures with the same formula, charge and spin   138.72 kcal/mol
Spin multiplicity   1

Last column: Mulliken charge in e.
Element x y z (Å)
C1 2.128 -1.372 -0.574  -0.908
N1 1.302 -0.206 -0.523  -0.494
C2 1.597 2.012 1.935  -0.646
C3 -0.346 -0.633 -2.224  -1.472
C4 -0.036 -0.512 -0.735  0.521
C5 -0.962 0.601 -0.152  -0.417
N2 -2.316 0.287 -0.291  -0.380
C6 -2.839 -0.347 0.881  -0.772
H1 3.186 -1.108 -0.603  0.328
H2 1.972 -1.961 -1.490  0.311
H3 1.982 -2.041 0.284  0.326
H4 1.520 1.312 1.100  -0.045
H5 1.832 1.488 2.859  0.253
H6 2.393 2.719 1.713  0.313
H7 0.188 -1.453 -2.698  0.358
H8 -0.053 0.281 -2.749  0.348
H9 -1.432 -0.763 -2.320  0.406
H10 -0.358 -1.461 -0.257  0.234
H11 0.641 2.527 2.022  0.235
H12 -0.735 1.496 -0.745  0.371
H13 -0.692 0.755 0.896  0.241
H14 -2.758 0.274 1.786  0.295
H15 -3.886 -0.615 0.736  0.324
H16 -2.326 -1.281 1.150  0.270

Forces on atoms 1 to 2 (eV/Å):
0.5580 -0.1796 0.4993
-0.9928 -0.1282 -1.1646

***

# 3
Formula: C6H16N2
Source: OMol25
Level of theory: ωB97M-V/def2-TZVPD

Gap between HOMO and LUMO   9.0 eV
Structure (SMILES)   [H]/N=C(\C)N(C)C.CC
Energy   -9459.750 eV
Strongest force on any atom   5.65 eV/Å
Energy above the lowest of the compared OMol25 structures with the same formula, charge and spin   53.61 kcal/mol
Spin multiplicity   1

Last column: Mulliken charge in e.
Element x y z (Å)
C1 1.094 -0.778 1.736  -0.510
C2 -1.903 -0.504 -0.228  -1.163
C3 -0.117 -0.311 -1.879  -1.170
C4 0.914 -2.210 1.291  -0.809
N1 -0.685 0.160 -0.639  0.257
H1 2.111 -0.440 1.547  0.246
H2 0.850 -0.649 2.786  0.307
H3 -2.275 -0.037 0.680  0.341
H4 -1.700 -1.558 -0.030  0.321
H5 -2.674 -0.411 -1.000  0.395
H6 0.952 -0.110 -1.924  0.375
H7 -0.231 -1.395 -1.917  0.381
H8 -0.603 0.131 -2.757  0.301
H9 -0.085 -2.574 1.525  0.212
H10 1.621 -2.868 1.803  0.350
H11 1.075 -2.313 0.218  0.194
C5 0.802 2.130 -0.701  -1.423
C6 -0.356 1.390 -0.043  0.780
N2 -1.377 2.061 0.419  -0.804
H12 -1.204 3.059 0.492  0.232
H13 0.517 0.234 1.191  0.055
H14 0.905 3.122 -0.263  0.505
H15 1.732 1.586 -0.538  0.300
H16 0.638 2.286 -1.767  0.328

Forces on atoms 1 to 2 (eV/Å):
-0.7353 3.5521 -0.8661
0.1456 0.2214 0.1163

***

# 4
Formula: C6H16N2
Source: OMol25
Level of theory: ωB97M-V/def2-TZVPD

Gap between HOMO and LUMO   9.8 eV
Structure (SMILES)   CCNC[C@@H](C)NC
Energy   -9461.283 eV
Strongest force on any atom   0.85 eV/Å
Energy above the lowest of the compared OMol25 structures with the same formula, charge and spin   18.25 kcal/mol
Spin multiplicity   1

Last column: Mulliken charge in e.
Element x y z (Å)
C1 -0.164 0.027 -0.057  -0.700
N1 -0.791 -0.897 0.866  -0.325
C2 -2.138 -1.272 0.478  -0.368
C3 -3.113 -0.130 0.654  -1.219
C4 1.361 0.000 0.013  0.392
N2 1.890 1.009 -0.904  -0.431
C5 1.612 2.374 -0.502  -0.934
C6 1.924 -1.350 -0.428  -1.463
H1 -0.510 1.038 0.144  0.316
H2 -0.445 -0.200 -1.099  0.245
H3 -0.243 -1.736 0.993  0.217
H4 -2.182 -1.654 -0.552  0.317
H5 -2.466 -2.103 1.100  0.404
H6 -3.010 0.336 1.635  0.314
H7 -4.151 -0.465 0.633  0.394
H8 -3.016 0.655 -0.093  0.276
H9 1.670 0.190 1.046  0.254
H10 2.897 0.868 -0.970  0.279
H11 2.355 3.072 -0.880  0.353
H12 1.505 2.536 0.577  0.308
H13 0.690 2.732 -0.965  0.251
H14 1.493 -2.207 0.087  0.418
H15 1.821 -1.445 -1.511  0.344
H16 3.010 -1.377 -0.266  0.358

Forces on atoms 1 to 2 (eV/Å):
0.1796 -0.2687 -0.3310
0.0036 -0.0963 0.3300

***

# 5
Formula: C6H16N2
Source: OMol25
Level of theory: ωB97M-V/def2-TZVPD

Gap between HOMO and LUMO   5.2 eV
Energy   -9454.751 eV
Strongest force on any atom   4.04 eV/Å
Energy above the lowest of the compared OMol25 structures with the same formula, charge and spin   168.88 kcal/mol
Spin multiplicity   1

Last column: Mulliken charge in e.
Element x y z (Å)
C1 -2.659 -0.930 -1.696  -1.174
C2 -1.472 -1.002 -0.689  -0.198
N1 -1.211 0.359 -0.292  -0.371
C3 1.611 0.183 2.311  -1.116
C4 0.241 0.044 1.734  -0.488
C5 0.144 0.497 0.263  0.256
C6 1.197 -0.052 -0.739  -0.662
N2 2.502 0.426 -0.434  -0.578
H1 -2.517 -0.178 -2.462  0.293
H2 -3.465 -0.508 -1.065  0.292
H3 -2.996 -1.849 -2.184  0.355
H4 -0.629 -1.577 -1.050  0.312
H5 -1.852 -1.464 0.262  0.297
H6 -1.564 2.635 -2.224  -0.113
H7 2.342 -0.516 1.857  0.285
H8 1.931 1.200 2.061  0.313
H9 1.850 0.170 3.416  0.332
H10 -0.543 0.672 2.143  0.287
H11 -0.119 -0.987 1.868  0.287
H12 0.342 1.581 0.353  0.346
H13 0.813 0.275 -1.727  0.408
H14 1.222 -1.132 -0.548  0.282
H15 -1.473 3.184 -1.715  0.111
H16 2.978 0.605 -1.322  0.247

Forces on atoms 1 to 2 (eV/Å):
-0.4533 0.2950 1.1359
-2.2343 0.9628 0.2382

***

# 6
Formula: C6H16N2
Source: OMol25
Level of theory: ωB97M-V/def2-TZVPD

Gap between HOMO and LUMO   8.9 eV
Structure (SMILES)   [H]/N=C/C.C/C=C\N.C
Energy   -9460.124 eV
Strongest force on any atom   2.91 eV/Å
Energy above the lowest of the compared OMol25 structures with the same formula, charge and spin   44.97 kcal/mol
Spin multiplicity   1

Last column: Mulliken charge in e.
Element x y z (Å)
C1 -1.840 -0.338 -1.342  0.038
C2 -2.102 0.611 -0.225  -0.899
C3 -0.145 -2.296 0.318  -0.894
N1 -0.925 -0.089 -2.184  -0.632
H1 -2.539 -1.179 -1.422  0.396
H2 -0.850 -0.756 -2.947  0.193
H3 0.546 0.169 -1.085  0.190
H4 -2.170 0.074 0.719  0.221
H5 -3.051 1.121 -0.400  0.376
H6 -1.307 1.350 -0.157  0.243
H7 -1.010 -2.004 0.901  0.244
H8 -0.475 -2.886 -0.532  0.310
H9 0.453 -2.949 0.959  0.297
C4 0.713 1.130 1.924  -0.826
N2 1.540 -0.008 -0.803  -0.440
C5 2.156 1.073 -0.155  -0.307
C6 1.774 1.627 0.993  -0.240
H10 0.570 -1.430 -0.064  0.270
H11 2.032 -0.271 -1.647  0.197
H12 2.960 1.541 -0.714  0.258
H13 2.331 2.487 1.340  0.339
H14 1.144 0.957 2.911  0.360
H15 -0.084 1.868 2.040  0.251
H16 0.281 0.198 1.573  0.055

Forces on atoms 1 to 2 (eV/Å):
-0.3086 0.3243 -0.5403
0.0916 -0.0944 0.1746

***

# 7
Formula: C6H16N2
Source: OMol25
Level of theory: ωB97M-V/def2-TZVPD

Gap between HOMO and LUMO (alpha / beta)   11.4 / 6.3 eV
Energy   -9453.123 eV
Net charge   +1
Strongest force on any atom   3.14 eV/Å
Energy above the lowest of the compared OMol25 structures with the same formula, charge and spin   12.87 kcal/mol
Spin multiplicity   2

Last column: Mulliken spin population.
Element x y z (Å)
C1 1.682 0.196 2.792  0.019
C2 1.078 -0.028 1.405  0.005
N1 -0.039 0.890 1.104  0.366
C3 -1.712 1.832 -0.334  0.026
C4 -0.502 0.864 -0.223  0.063
C5 -1.000 -0.527 -0.847  0.111
N2 0.098 -1.347 -1.158  0.374
C6 0.378 -1.670 -2.565  0.010
H1 1.667 1.250 3.068  -0.003
H2 2.725 -0.111 2.740  -0.001
H3 1.196 -0.463 3.510  0.001
H4 0.802 -1.067 1.223  0.033
H5 1.810 0.299 0.659  -0.007
H6 -0.818 0.754 1.747  -0.006
H7 -1.727 2.351 -1.293  0.002
H8 -2.650 1.356 -0.080  -0.003
H9 -1.598 2.665 0.354  -0.003
H10 0.263 1.292 -0.870  -0.007
H11 -1.645 -1.038 -0.137  -0.004
H12 -1.478 -0.208 -1.767  0.008
H13 0.061 -2.215 -0.631  -0.006
H14 1.376 -2.074 -2.639  0.001
H15 -0.445 -2.263 -2.942  0.014
H16 0.477 -0.739 -3.117  0.005

Forces on atoms 1 to 2 (eV/Å):
-0.0629 -0.6373 -0.3844
0.7766 2.2898 -0.3062

***

# 8
Formula: C6H16N2O
Source: OMol25
Level of theory: ωB97M-V/def2-TZVPD

Gap between HOMO and LUMO   10.1 eV
Structure (SMILES)   CC(=O)C(N)N.CCC
Energy   -11508.142 eV
Strongest force on any atom   3.87 eV/Å
Energy above the lowest of the compared OMol25 structures with the same formula, charge and spin   44.11 kcal/mol
Spin multiplicity   1

Last column: Mulliken charge in e.
Element x y z (Å)
C1 -1.938 0.026 -0.085  -0.357
C2 0.010 -0.843 -1.752  -1.206
C3 -0.522 0.332 -0.970  0.904
N1 -2.912 -0.473 -1.014  -0.670
N2 -2.464 1.260 0.425  -0.713
O1 -0.351 1.492 -1.353  -0.635
H1 -1.753 -0.694 0.715  0.545
H2 -3.806 -0.498 -0.525  0.318
H3 -3.038 0.224 -1.745  0.263
H4 -2.069 1.452 1.343  0.266
H5 -2.128 2.019 -0.178  0.297
H6 -0.446 -0.865 -2.742  0.401
H7 1.094 -0.740 -1.847  0.293
H8 -0.204 -1.779 -1.232  0.275
C4 1.374 0.220 1.127  0.794
C5 2.520 0.828 0.344  -1.217
C6 1.634 -1.220 1.527  -1.342
H9 1.175 0.831 2.014  0.369
H10 0.262 0.249 0.627  -0.604
H11 3.417 0.928 0.964  0.413
H12 0.758 -1.653 2.018  0.344
H13 2.247 1.820 -0.027  0.319
H14 2.789 0.205 -0.514  0.248
H15 2.471 -1.292 2.229  0.418
H16 1.879 -1.830 0.652  0.278

Forces on atoms 1 to 2 (eV/Å):
1.2784 1.1248 -0.7813
0.7326 -0.1836 0.8776

***

# 9
Formula: C6H16N2O
Source: OMol25
Level of theory: ωB97M-V/def2-TZVPD

Gap between HOMO and LUMO   9.7 eV
Structure (SMILES)   CC(N)(N)CC(C)(C)O
Energy   -11508.972 eV
Strongest force on any atom   2.35 eV/Å
Energy above the lowest of the compared OMol25 structures with the same formula, charge and spin   24.97 kcal/mol
Spin multiplicity   1

Last column: Mulliken charge in e.
Element x y z (Å)
C1 -0.684 1.019 0.348  1.820
C2 0.850 -1.033 -0.559  1.764
C3 -0.227 0.146 -0.812  -2.134
C4 -1.642 0.307 1.302  -1.655
C5 1.213 -1.389 0.880  -1.727
C6 -1.460 2.267 -0.314  -1.691
N1 0.402 -2.234 -1.227  -0.814
N2 2.052 -0.726 -1.307  -0.795
O1 0.416 1.565 1.055  -0.575
H1 0.067 2.061 1.817  0.357
H2 0.384 -2.029 -2.224  0.302
H3 1.095 -2.968 -1.115  0.323
H4 2.382 0.190 -1.001  0.237
H5 2.791 -1.388 -1.080  0.277
H6 0.183 0.796 -1.599  0.459
H7 -1.122 -0.285 -1.278  0.428
H8 -2.236 -0.489 0.841  0.301
H9 -2.373 1.007 1.723  0.439
H10 -1.139 -0.125 2.170  0.396
H11 1.958 -2.197 0.925  0.477
H12 0.353 -1.761 1.443  0.312
H13 1.676 -0.550 1.408  0.313
H14 -0.747 2.956 -0.780  0.399
H15 -2.215 1.987 -1.055  0.337
H16 -1.978 2.871 0.439  0.450

Forces on atoms 1 to 2 (eV/Å):
-1.6376 1.4872 -0.8047
-0.1445 -0.2103 -0.5030

***

# 10
Formula: C6H16N2O
Source: OMol25
Level of theory: ωB97M-V/def2-TZVPD

Gap between HOMO and LUMO   8.8 eV
Structure (SMILES)   CNC(C)(C)[C@@](C)(N)O
Energy   -11507.252 eV
Strongest force on any atom   5.45 eV/Å
Energy above the lowest of the compared OMol25 structures with the same formula, charge and spin   64.65 kcal/mol
Spin multiplicity   1

Last column: Mulliken charge in e.
Element x y z (Å)
C1 0.254 0.878 0.502  0.911
C2 -0.376 -0.158 -0.393  0.905
C3 -1.260 -1.203 0.281  -2.003
C4 -1.002 0.333 -1.700  -1.551
C5 -1.284 1.731 0.924  -1.329
C6 1.879 -1.742 -0.168  -0.863
N1 0.960 -1.071 -1.061  -0.408
N2 0.912 0.440 1.655  -0.405
O1 1.059 1.834 -0.091  -0.568
H1 1.233 1.578 -1.006  0.409
H2 1.478 -0.485 -1.713  0.269
H3 0.511 0.435 2.583  0.181
H4 1.916 0.539 1.630  0.225
H5 -2.298 -0.865 0.327  0.385
H6 -1.240 -2.129 -0.302  0.466
H7 -0.951 -1.455 1.297  0.386
H8 -0.382 1.083 -2.201  0.279
H9 -1.101 -0.506 -2.394  0.449
H10 -1.996 0.760 -1.541  0.391
H11 -1.012 2.776 1.100  0.395
H12 -2.126 1.811 0.237  0.297
H13 -1.632 1.306 1.867  0.355
H14 1.357 -2.305 0.613  0.275
H15 2.454 -2.500 -0.717  0.337
H16 2.647 -1.085 0.269  0.213

Forces on atoms 1 to 2 (eV/Å):
-4.8485 2.3710 0.7788
3.6506 -2.7891 -2.3254